The following is a quantum chemistry calculation of C15H31BF4P2Sn as an isolated structure, from OMol25.

Atoms and positions in Å:
Sn1 -0.64 -2.84 -1.05
P1 3.83 -3.43 -0.06
P2 3.86 -1.77 -3.63
F1 -2.66 -1.41 0.08
F2 -1.37 0.35 0.89
F3 -2.44 -1.07 2.38
F4 -0.61 -1.90 1.05
C1 2.12 -1.36 -1.48
C2 5.04 0.61 -0.83
C3 2.85 -0.60 -2.69
C4 2.50 -1.05 -0.03
C5 3.72 1.37 -1.27
C6 4.90 -0.58 -4.51
C7 5.51 -3.88 0.56
C8 4.93 -2.79 -2.59
C9 5.04 -0.68 -0.15
C10 3.09 0.80 -2.46
C11 3.19 -2.92 -4.82
C12 -1.03 -0.83 -2.05
C13 2.72 -4.65 0.64
C14 4.13 -3.85 -1.81
C15 3.95 -1.43 0.37
B1 -1.88 -0.90 1.16
H1 5.35 -1.08 -5.38
H2 4.27 0.25 -4.85
H3 1.07 -1.04 -1.61
H4 3.33 -5.49 1.00
H5 5.65 0.46 -1.73
H6 4.00 -1.60 1.46
H7 2.18 -4.22 1.49
H8 5.54 -2.15 -1.93
H9 5.75 -4.89 0.19
H10 4.70 -4.79 -1.81
H11 5.62 1.29 -0.20
H12 1.73 -1.56 0.61
H13 2.16 -2.45 -1.66
H14 -1.00 0.00 -1.34
H15 2.27 -2.54 -5.27
H16 3.15 -4.11 -2.26
H17 5.98 -0.95 0.34
H18 2.76 1.50 -3.21
H19 5.69 -0.19 -3.86
H20 2.04 -0.56 -3.47
H21 -0.31 -0.64 -2.86
H22 5.61 -3.31 -3.29
H23 2.01 -5.02 -0.12
H24 2.25 0.00 0.17
H25 3.01 -3.90 -4.37
H26 3.05 1.47 -0.41
H27 5.53 -3.89 1.65
H28 4.03 2.40 -1.52
H29 3.95 -3.04 -5.61
H30 -2.04 -0.85 -2.49
H31 6.26 -3.18 0.19

The net charge is +2. For the maximum force, the calculation gives 4.14 eV/Å. Its gap between HOMO and LUMO (alpha / beta) is 7.75 / 7.02 eV. The value obtained for the HOMO energy (alpha / beta) is -14.72 / -14.55 eV. Its LUMO energy (alpha / beta) is -7.0 / -7.5 eV.